Record 1
153
Properties=species:S:1:pos:R:3:lowdin_charge:R:1 method="wB97M-V/def2-TZVPD" spin_multiplicity=1 smiles=CC(C)Cc1ccc2nsnc2c1.COCCOC.COCCOC.COCCOC.COCCOC.COCCOC.COCCOC.COCCOC.COCCOC de_lowest_ev=9.0418 homo_energy_ev=-8.52 e_lumo_ev=-1.45 charge=0
C -0.916 -0.445 -1.932 -0.106
C -2.118 0.432 -2.694 -0.343
C -1.306 1.596 -3.578 -0.102
C -3.059 1.161 -1.566 -0.176
C -4.666 0.863 -1.700 -0.134
C -5.579 1.190 -0.337 -0.032
C -7.206 1.014 -0.244 -0.010
C -7.988 0.477 -1.591 -0.234
N -9.478 0.250 -1.800 -0.268
S -9.539 -0.382 -3.464 0.842
N -7.911 -0.430 -4.133 -0.284
C -7.098 0.102 -2.953 -0.230
C -5.437 0.280 -3.037 0.040
H 0.028 -0.585 -2.630 0.085
H -1.330 -1.491 -1.606 0.083
H -0.579 0.205 -0.990 0.081
H -2.681 -0.287 -3.426 0.116
H -1.726 1.612 -4.676 0.081
H -1.426 2.674 -3.096 0.078
H -0.133 1.373 -3.600 0.072
H -2.934 2.341 -1.545 0.123
H -2.703 0.793 -0.490 0.115
H -5.034 1.608 0.633 0.103
H -7.822 1.285 0.741 0.107
H -4.823 0.029 -4.027 0.100
C 4.620 2.972 -1.447 -0.108
O 3.703 3.388 -0.442 -0.192
C 2.379 3.565 -0.955 -0.188
C 1.473 2.393 -0.568 -0.193
O 1.863 1.192 -1.243 -0.231
C 2.570 0.301 -0.390 -0.103
H 5.560 2.698 -0.962 0.090
H 4.248 2.104 -1.999 0.081
H 4.813 3.798 -2.139 0.083
H 2.395 3.707 -2.043 0.115
H 1.983 4.480 -0.503 0.124
H 0.451 2.619 -0.887 0.111
H 1.463 2.247 0.519 0.126
H 1.884 -0.133 0.344 0.081
H 3.396 0.801 0.124 0.086
H 2.981 -0.506 -1.002 0.093
C 5.606 -0.741 4.825 -0.096
O 4.325 -0.657 5.440 -0.203
C 3.425 0.178 4.706 -0.190
C 2.417 -0.656 3.912 -0.189
O 3.057 -1.362 2.842 -0.206
C 3.236 -2.741 3.141 -0.105
H 6.182 -1.515 5.338 0.074
H 5.528 -1.008 3.767 0.088
H 6.131 0.213 4.931 0.089
H 3.973 0.864 4.047 0.126
H 2.881 0.781 5.440 0.118
H 1.686 0.018 3.454 0.119
H 1.874 -1.346 4.568 0.124
H 2.268 -3.253 3.125 0.087
H 3.718 -2.887 4.112 0.081
H 3.873 -3.179 2.368 0.091
C -11.260 -5.317 -0.171 -0.112
O -12.487 -4.614 -0.335 -0.196
C -13.004 -4.129 0.908 -0.196
C -12.760 -2.626 1.061 -0.194
O -11.366 -2.340 1.223 -0.196
C -10.781 -1.826 0.033 -0.139
H -10.842 -5.511 -1.162 0.089
H -10.535 -4.734 0.404 0.082
H -11.445 -6.275 0.324 0.086
H -12.579 -4.685 1.754 0.124
H -14.083 -4.311 0.896 0.121
H -13.262 -2.279 1.970 0.121
H -13.178 -2.071 0.213 0.125
H -11.141 -0.808 -0.147 0.068
H -11.000 -2.458 -0.832 0.080
H -9.697 -1.793 0.172 0.079
C 2.664 -0.716 8.805 -0.108
O 1.941 -0.113 9.872 -0.195
C 1.138 0.986 9.429 -0.194
C -0.338 0.593 9.337 -0.194
O -0.560 -0.343 8.275 -0.199
C -0.734 -1.670 8.757 -0.113
H 3.118 -1.638 9.177 0.090
H 2.010 -0.965 7.964 0.079
H 3.461 -0.045 8.471 0.086
H 1.502 1.377 8.470 0.121
H 1.245 1.779 10.177 0.122
H -0.926 1.486 9.100 0.121
H -0.700 0.196 10.293 0.125
H -1.700 -1.757 9.263 0.087
H 0.071 -1.962 9.438 0.084
H -0.727 -2.349 7.900 0.087
C 6.823 -4.191 6.623 -0.115
O 7.515 -4.193 5.379 -0.205
C 8.936 -4.225 5.549 -0.194
C 9.496 -5.623 5.275 -0.193
O 9.086 -6.553 6.285 -0.196
C 8.042 -7.408 5.836 -0.112
H 5.758 -4.333 6.423 0.089
H 7.165 -4.998 7.277 0.085
H 6.958 -3.225 7.120 0.084
H 9.219 -3.877 6.551 0.126
H 9.358 -3.527 4.819 0.122
H 10.589 -5.577 5.312 0.122
H 9.206 -5.974 4.278 0.125
H 8.435 -8.119 5.102 0.087
H 7.214 -6.842 5.400 0.083
H 7.665 -7.968 6.695 0.089
C -4.764 -2.235 0.386 -0.103
O -3.724 -2.879 1.116 -0.197
C -3.455 -2.229 2.362 -0.194
C -4.055 -3.008 3.535 -0.193
O -5.487 -2.958 3.512 -0.195
C -6.060 -4.170 3.038 -0.111
H -5.029 -2.870 -0.463 0.095
H -5.656 -2.087 1.002 0.085
H -4.409 -1.273 0.006 0.054
H -3.817 -1.193 2.352 0.122
H -2.366 -2.203 2.478 0.120
H -3.737 -2.537 4.470 0.121
H -3.699 -4.046 3.541 0.124
H -5.931 -4.958 3.787 0.086
H -5.618 -4.483 2.088 0.083
H -7.130 -4.006 2.886 0.088
C 1.383 1.105 -7.080 -0.108
O 1.338 2.442 -6.594 -0.199
C 2.235 2.651 -5.498 -0.202
C 3.490 3.403 -5.946 -0.188
O 4.303 2.593 -6.804 -0.191
C 4.177 2.966 -8.171 -0.102
H 0.808 1.059 -8.008 0.090
H 2.408 0.787 -7.290 0.084
H 0.924 0.430 -6.351 0.082
H 2.497 1.699 -5.018 0.125
H 1.702 3.262 -4.764 0.114
H 4.095 3.634 -5.063 0.115
H 3.229 4.351 -6.432 0.124
H 4.665 3.931 -8.339 0.073
H 3.130 3.019 -8.481 0.085
H 4.681 2.210 -8.779 0.093
C 6.120 6.571 -9.832 -0.109
O 5.074 6.152 -10.701 -0.199
C 3.781 6.522 -10.211 -0.201
C 3.226 7.730 -10.969 -0.193
O 3.972 8.916 -10.671 -0.196
C 4.860 9.270 -11.724 -0.113
H 7.074 6.408 -10.339 0.091
H 6.036 7.633 -9.582 0.084
H 6.104 5.971 -8.917 0.076
H 3.810 6.714 -9.131 0.123
H 3.120 5.666 -10.382 0.121
H 2.199 7.911 -10.637 0.122
H 3.203 7.541 -12.049 0.125
H 4.289 9.642 -12.581 0.087
H 5.484 8.426 -12.030 0.083
H 5.512 10.072 -11.367 0.089

=====

Record 2
72
Properties=species:S:1:pos:R:3:lowdin_charge:R:1 method="wB97M-V/def2-TZVPD" spin_multiplicity=4 homo_energy_ev="-18.30 / -19.17" s_squared=3.806 e_lumo_ev="-14.28 / -14.95" charge=+4
Re -0.774 0.596 0.124 0.788
P -2.247 -1.015 -0.391 0.648
P 0.770 -0.234 1.704 0.653
P 1.126 -1.234 -1.804 0.912
H -1.101 3.358 -0.201 0.083
C -0.936 2.420 -0.745 -0.304
C -2.166 1.611 -1.046 -0.357
H -3.098 1.999 -0.583 0.082
C -4.004 -0.684 -0.054 -0.193
C -1.984 -2.542 0.577 -0.190
C -2.353 -1.607 -2.114 -0.178
C 2.175 0.921 1.849 -0.202
C 0.127 -0.383 3.423 -0.237
C 1.631 -1.850 1.637 -0.232
C 1.047 -1.433 -3.626 -0.207
C 1.382 -3.051 -1.466 -0.159
C 2.860 -0.659 -1.668 -0.191
H -0.292 2.632 -1.605 0.067
H -2.256 1.319 -2.107 0.060
H -4.371 0.132 -0.683 0.071
H -4.145 -0.414 0.998 0.062
H -4.575 -1.593 -0.277 0.089
H -1.790 -2.287 1.628 0.056
H -1.141 -3.111 0.168 0.032
H -2.897 -3.150 0.507 0.093
H -2.215 -0.756 -2.795 0.041
H -3.339 -2.070 -2.264 0.098
H -1.564 -2.348 -2.282 0.047
H 2.844 0.539 2.634 0.099
H 1.817 1.924 2.116 0.024
H 2.718 0.986 0.895 0.053
H 0.598 -1.214 3.966 0.077
H -0.951 -0.570 3.402 0.025
H 0.306 0.540 3.982 0.063
H 2.531 -1.791 1.021 0.034
H 0.980 -2.625 1.225 0.034
H 1.935 -2.172 2.642 0.083
H 1.536 -2.360 -3.939 0.082
H 1.557 -0.576 -4.068 0.062
H 0.000 -1.429 -3.936 0.054
H 1.759 -3.558 -2.368 0.090
H 0.445 -3.534 -1.173 0.046
H 2.141 -3.204 -0.691 0.061
H 3.434 -1.091 -2.501 0.098
H 3.302 -1.001 -0.724 0.045
H 2.902 0.435 -1.722 0.064
C -0.184 1.560 -4.644 -0.392
C 1.016 2.315 -4.377 -0.004
C 1.909 2.498 -5.408 -0.040
C 1.608 2.118 -6.727 0.020
C 0.310 1.653 -7.005 -0.018
C -0.630 1.508 -6.013 0.053
O -0.742 0.821 -3.774 -0.083
H -0.007 -0.090 -2.002 0.070
H 1.217 2.621 -3.345 0.103
H 2.871 2.965 -5.207 0.129
H 2.345 2.216 -7.531 0.144
H 0.031 1.397 -8.027 0.138
H -1.663 1.189 -6.171 0.141
C -2.725 3.113 4.287 0.022
N -1.484 3.454 3.604 -0.090
C -0.604 4.451 3.985 0.054
C 0.400 4.463 3.098 0.030
N 0.117 3.488 2.154 0.085
C -1.037 2.852 2.488 -0.575
S -1.899 1.496 1.841 0.858
H -2.729 2.068 4.613 0.108
H -2.792 3.773 5.155 0.126
H -3.587 3.246 3.622 0.118
H -0.813 5.029 4.875 0.169
H 1.270 5.102 3.042 0.162
H 0.672 3.307 1.319 0.146

=====

Record 3
40
Properties=species:S:1:pos:R:3:lowdin_charge:R:1 method="wB97M-V/def2-TZVPD" spin_multiplicity=2 homo_energy_ev="-8.42 / -8.42" s_squared=0.755 e_lumo_ev="-2.38 / -2.70" charge=0
Au 0.170 0.478 0.552 0.517
S -0.777 2.317 -3.205 -0.001
Sb 1.369 1.722 -2.452 0.280
S 1.161 2.605 -0.193 -0.079
S 0.834 -0.454 -1.470 0.022
C -2.456 -2.074 -3.103 -0.042
C -2.372 -1.417 -1.753 -0.299
C -1.999 -2.146 -0.629 -0.043
C -1.922 -1.558 0.628 -0.246
C -1.546 -2.365 1.839 -0.023
C -2.236 -0.192 0.727 -0.154
C -2.654 0.563 -0.376 -0.240
C -3.052 2.007 -0.260 -0.021
C -2.713 -0.077 -1.610 -0.058
C -2.140 0.495 2.107 -0.659
O -3.088 0.465 2.863 0.098
O -0.984 1.024 2.244 -0.144
H -1.891 -3.004 -3.120 0.077
H -2.069 -1.411 -3.877 0.079
H -3.497 -2.298 -3.344 0.087
H -1.748 -3.196 -0.730 0.121
H -1.511 -3.427 1.604 0.083
H -2.266 -2.204 2.642 0.094
H -0.563 -2.068 2.214 0.035
H -2.796 2.421 0.713 0.085
H -4.131 2.107 -0.396 0.097
H -2.562 2.602 -1.033 0.039
H -3.024 0.499 -2.476 0.101
S 1.861 -0.640 2.273 0.645
C 3.191 0.106 1.556 -0.895
N 3.651 -0.141 0.331 0.003
C 4.798 0.687 -0.017 -0.127
C 4.996 1.537 1.255 -0.123
N 3.980 1.003 2.154 0.033
H 3.191 -0.769 -0.308 0.063
H 4.580 1.300 -0.892 0.102
H 5.662 0.056 -0.232 0.118
H 4.819 2.597 1.065 0.116
H 5.994 1.421 1.679 0.116
H 3.737 1.430 3.030 0.143

=====

Record 4
7
Properties=species:S:1:pos:R:3:lowdin_charge:R:1 method="wB97M-V/def2-TZVPD" spin_multiplicity=1 smiles=N[SiH2]F de_lowest_ev=1.2058 homo_energy_ev=-10.11 e_lumo_ev=0.50 charge=0
N -0.645 1.059 0.043 -0.128
Si 0.953 -0.316 0.348 0.635
F 2.179 0.517 -0.290 -0.274
H -1.170 0.957 0.869 -0.084
H -1.261 0.678 -0.703 -0.014
H 1.674 -0.629 1.629 -0.044
H 0.707 -1.402 -0.504 -0.090

=====

Record 5
127
Properties=species:S:1:pos:R:3:lowdin_charge:R:1 method="wB97M-V/def2-TZVPD" spin_multiplicity=1 de_lowest_ev=0.0000 homo_energy_ev=-7.60 e_lumo_ev=-0.12 charge=0
N -2.667 32.861 16.872 0.095
C -3.149 33.888 16.034 -0.130
C -2.522 34.341 14.869 -0.066
C -1.249 33.724 14.518 -0.038
C -0.738 32.813 15.382 -0.091
C -1.439 32.352 16.472 -0.096
H -4.038 34.372 16.267 0.060
H -3.008 35.173 14.299 0.105
H -1.121 33.931 13.544 0.063
H 0.195 32.491 15.144 0.050
H -1.225 31.581 17.245 0.097
N 2.075 29.946 12.860 0.076
C 1.333 29.968 13.975 -0.110
C 1.936 30.302 15.250 0.002
C 3.340 30.755 15.176 -0.004
C 3.945 30.898 13.908 -0.119
C 3.375 30.507 12.754 -0.070
H 0.444 29.816 14.000 -0.011
H 1.442 30.277 16.108 0.028
H 3.779 31.225 16.033 0.094
H 4.673 31.369 13.926 -0.035
H 3.642 30.583 11.754 0.081
N -2.829 28.313 16.390 0.064
C -1.513 27.901 15.990 -0.165
C -0.457 27.989 16.762 -0.092
C -0.614 28.565 18.132 -0.068
C -1.807 29.070 18.520 -0.122
C -2.941 28.884 17.644 -0.107
H -1.487 27.555 14.994 0.079
H 0.569 27.721 16.496 0.101
H 0.203 28.529 18.876 0.110
H -1.922 29.442 19.515 0.079
H -4.042 29.244 17.979 0.142
N 2.318 34.087 15.633 0.071
C 3.036 34.286 14.458 -0.127
C 2.917 35.434 13.675 -0.126
C 2.077 36.462 14.152 -0.028
C 1.302 36.286 15.405 -0.048
C 1.505 35.089 16.030 -0.187
H 3.835 33.341 13.950 0.175
H 3.658 35.441 12.785 0.131
H 2.133 37.443 13.794 0.072
H 0.510 36.860 15.651 0.031
H 0.742 34.917 16.788 0.096
N -3.119 38.616 10.887 0.014
C -2.363 39.521 10.279 -0.131
C -0.999 39.762 10.776 -0.078
C -0.685 39.237 11.952 -0.157
C -1.475 38.303 12.619 -0.087
C -2.772 38.046 12.091 -0.133
H -2.813 39.946 9.278 0.135
H -0.563 40.636 10.328 0.093
H 0.271 39.310 12.479 0.101
H -1.201 37.849 13.773 0.154
H -3.493 37.310 12.482 0.092
N -3.833 31.496 20.511 0.049
C -4.674 31.976 21.532 -0.116
C -4.489 33.167 22.289 -0.058
C -3.333 33.882 21.931 -0.131
C -2.476 33.572 20.878 -0.026
C -2.852 32.237 20.149 -0.161
H -5.584 31.513 21.852 0.079
H -5.246 33.435 22.990 0.091
H -3.102 34.541 22.671 0.061
H -1.446 34.106 20.599 0.124
H -2.211 31.942 19.182 0.097
N -2.018 36.683 20.287 0.065
C -0.746 37.125 20.657 -0.129
C 0.269 37.490 19.814 -0.045
C 0.023 37.380 18.389 -0.023
C -1.180 36.747 17.909 -0.071
C -2.061 36.453 18.944 -0.188
H -0.850 37.106 21.720 0.096
H 1.124 37.778 20.160 0.036
H 0.834 37.832 17.785 0.103
H -1.457 36.751 16.912 0.056
H -3.091 35.983 18.611 0.133
N -3.880 38.063 16.051 0.069
C -4.691 37.022 16.057 -0.156
C -5.602 36.836 17.087 -0.051
C -5.552 37.705 18.155 -0.043
C -4.551 38.674 18.233 -0.056
C -3.717 38.785 17.176 -0.147
H -4.513 36.436 15.147 0.091
H -6.393 36.259 17.148 0.056
H -6.197 37.639 19.007 0.108
H -4.350 39.199 19.027 0.056
H -2.951 39.467 17.145 0.086
N 2.062 32.504 9.802 0.058
C 2.037 33.422 10.830 -0.099
C 0.877 34.197 11.101 -0.108
C -0.259 33.931 10.462 -0.101
C -0.273 33.009 9.337 -0.045
C 0.965 32.415 9.104 -0.214
H 2.949 33.604 11.343 0.069
H 0.938 34.845 11.992 0.084
H -1.303 34.432 10.623 0.138
H -1.074 33.182 8.666 0.086
H 1.009 31.864 8.063 0.136
C -6.118 31.570 18.002 0.057
C -5.778 31.094 16.490 0.080
C -6.557 29.949 16.078 -0.323
C -7.486 29.335 16.876 -0.034
C -7.844 29.836 18.099 -0.009
C -7.214 30.960 18.703 -0.314
O -7.409 31.320 19.997 0.009
O -6.406 29.467 14.801 0.037
H -5.730 32.416 18.266 0.009
H -5.237 31.665 15.821 0.042
H -7.741 28.336 16.588 0.120
H -8.332 29.277 18.779 0.076
H -7.170 32.253 20.184 0.112
H -5.727 29.784 14.225 0.041
C -5.275 31.031 11.665 0.068
C -5.704 29.555 11.355 0.027
C -4.825 28.606 11.864 -0.291
C -3.842 28.802 12.951 -0.023
C -3.489 30.128 13.155 -0.068
C -4.107 31.185 12.522 -0.401
O -3.953 32.441 12.869 0.026
O -5.284 27.293 11.590 -0.023
H -5.961 31.825 11.296 0.108
H -6.580 29.347 10.783 0.095
H -3.455 27.859 13.368 0.107
H -2.547 30.475 13.940 0.181
H -3.467 32.726 13.653 0.060
H -4.871 26.604 12.161 0.108

=====

Record 6
16
Properties=species:S:1:pos:R:3:lowdin_charge:R:1 method="wB97M-V/def2-TZVPD" spin_multiplicity=1 de_lowest_ev=1.2198 homo_energy_ev=-18.74 e_lumo_ev=-10.39 charge=+2
C -1.389 2.938 -0.037 -0.105
C 0.321 -1.404 -0.121 -0.343
C -0.010 -0.284 0.772 -0.183
N -1.560 1.553 0.444 0.253
N -0.834 0.650 0.424 0.202
N -0.367 3.453 0.447 0.230
N 1.270 -2.159 0.255 0.271
N -0.274 -1.512 -1.223 0.282
O 0.591 -0.275 1.954 0.195
H -2.226 3.248 -0.548 0.117
H -0.108 4.400 0.264 0.106
H 1.565 -2.600 1.164 0.215
H 1.398 -2.962 -0.408 0.189
H -0.980 -0.932 -1.571 0.136
H -0.002 -2.284 -1.932 0.232
H 0.150 0.405 2.545 0.204

=====

Record 7
16
Properties=species:S:1:pos:R:3:lowdin_charge:R:1 method="wB97M-V/def2-TZVPD" spin_multiplicity=1 smiles=C[C@@H]1[C@H](C)[C@@H]1O de_lowest_ev=1.1875 homo_energy_ev=-9.48 e_lumo_ev=0.91 charge=0
C -1.265 1.055 0.571 -0.068
C 0.232 0.829 0.537 -0.243
C 0.973 -0.010 -0.484 -0.255
C 0.318 -0.613 -1.700 -0.056
C 0.743 -0.549 0.890 -0.311
O -0.194 -1.590 0.932 -0.015
H -1.626 1.073 1.609 0.080
H -1.542 2.013 0.120 0.076
H -1.812 0.260 0.058 0.068
H 0.824 1.691 0.829 0.127
H 1.996 0.328 -0.642 0.132
H -0.769 -0.522 -1.652 0.068
H 0.562 -1.674 -1.805 0.081
H 0.661 -0.086 -2.596 0.076
H 1.584 -0.674 1.574 0.141
H -0.685 -1.534 1.760 0.100

=====

For each record above, in turn, the calculated calculated total energy values are -3366.235973, -2509.581719, -2734.284139, -446.531182, -2999.320538, -466.745663, -271.708977 a.u..